# C7H18N2

A cluster of 2 separate species, C7H18N2 in total in a non-equilibrium geometry (ωB97M-V/def2-TZVPD, OMol25).

Geometry (Å):
C 1.93 0.52 -0.39
C 1.74 1.21 0.96
C 0.82 -0.50 -0.65
C 3.32 -0.12 -0.48
H 1.88 1.30 -1.17
H 3.48 -0.59 -1.46
H 0.79 1.73 1.01
H 2.54 1.93 1.16
H 1.76 0.46 1.77
H 0.93 -0.97 -1.63
H 0.92 -1.30 0.09
H -0.89 -0.81 -0.15
H 3.43 -0.89 0.28
H 4.12 0.62 -0.33
C -1.94 -0.03 1.54
C -2.07 -0.59 0.13
N -2.97 -1.73 0.04
N -1.30 1.20 -1.16
C -2.30 0.37 -0.93
H -2.62 -2.44 -0.58
H -3.14 -2.15 0.94
H -0.24 0.53 -0.98
H -1.37 1.75 -2.01
H -3.09 0.19 -1.65
H -1.43 -0.73 2.19
H -1.38 0.90 1.53
H -2.94 0.17 1.95

Output
DFT total energy: -10528.17333 eV
Kohn-Sham gap: 8.3 eV
LUMO level: 0.8 eV